This record from OMol25 describes a structure of composition C54H43CdCl5N3O2P2. The level of theory is the ωB97M-V functional and the def2-TZVPD basis.

Element x y z (Å)
Cd -1.65395 -0.48238 1.27713
O 0.16535 -1.94558 0.96388
C 0.54061 -3.02193 1.54468
C 1.57191 -3.81738 0.95931
C 1.96673 -5.01749 1.49610
C 1.39196 -5.50967 2.68017
C 0.44749 -4.73075 3.30814
C 0.01897 -3.49733 2.79107
C -0.88865 -2.72783 3.62113
N -1.38202 -1.58415 3.35609
C -2.17953 -0.89462 4.35042
C -1.72327 0.55610 4.40309
N -1.79753 1.15193 3.07175
C -1.79809 2.42515 3.01325
C -1.84836 3.26868 1.83476
C -1.89840 4.65082 2.07494
C -1.93215 5.57807 1.06014
C -1.92306 5.10603 -0.26391
C -1.87097 3.76182 -0.54267
C -1.81143 2.77728 0.49055
O -1.68631 1.54441 0.17363
H 2.04767 -3.42897 0.06476
H 2.74925 -5.58553 1.00400
H 1.69330 -6.46369 3.09173
H 0.00784 -5.06766 4.24320
H -1.11425 -3.18391 4.59623
H -2.09135 -1.35272 5.34275
H -3.23083 -0.92323 4.04528
H -0.68552 0.58019 4.75624
H -2.33469 1.11162 5.12275
H -1.76503 2.98925 3.95701
H -1.89518 4.98636 3.10869
H -1.96512 6.63854 1.27338
H -1.95890 5.81466 -1.08522
H -1.86684 3.40165 -1.56594
C 1.08075 -0.70438 -1.98276
N 1.84926 0.51342 -1.77009
C 1.44966 1.50906 -0.79116
P 1.15863 0.94244 0.97801
C 1.46652 2.56687 1.81168
C 1.77364 2.55465 3.17518
C 1.91724 3.73329 3.88907
C 1.74345 4.95983 3.25658
C 1.41432 4.98741 1.91113
C 1.27051 3.80295 1.19757
C 2.72478 0.08590 1.41215
C 3.94891 0.28876 0.77956
C 5.07050 -0.43819 1.15771
C 4.98511 -1.37183 2.18178
C 3.77195 -1.57924 2.82550
C 2.65058 -0.86237 2.43337
C 3.07068 0.61789 -2.42236
C 3.71143 1.85587 -2.61670
C 4.92685 1.93551 -3.27610
C 5.55001 0.80082 -3.77913
C 4.92221 -0.42332 -3.60323
C 3.70908 -0.52237 -2.93765
P -0.75720 -0.66220 -1.63604
C -1.37603 0.58284 -2.81680
C -2.73875 0.88184 -2.73678
C -3.30483 1.83420 -3.56689
C -2.50638 2.52926 -4.47065
C -1.14887 2.25652 -4.54168
C -0.58565 1.28221 -3.72243
C -1.09632 -2.22660 -2.56661
C -0.53456 -3.40547 -2.06857
C -0.75270 -4.62221 -2.69784
C -1.56006 -4.69058 -3.82396
C -2.14538 -3.53151 -4.31317
C -1.91285 -2.30970 -3.69406
H 1.43187 -1.52490 -1.34614
H 1.20045 -1.00232 -3.02473
H 0.50986 1.99471 -1.08185
H 2.21835 2.27058 -0.74503
H 1.91070 1.60645 3.68418
H 2.16246 3.69442 4.94391
H 1.85244 5.88300 3.81224
H 1.24280 5.93262 1.41066
H 0.95339 3.86318 0.16412
H 4.04522 1.02266 -0.01005
H 6.01136 -0.27346 0.64614
H 5.85685 -1.94838 2.46639
H 3.68808 -2.32416 3.60745
H 1.68987 -1.06515 2.89658
H 3.24969 2.77006 -2.27203
H 5.38549 2.90866 -3.40706
H 6.49682 0.87073 -4.29793
H 5.38693 -1.32886 -3.97554
H 3.27269 -1.49964 -2.78948
H -3.35137 0.37513 -1.99660
H -4.36230 2.05387 -3.48897
H -2.94219 3.28618 -5.11109
H -0.52028 2.80293 -5.23443
H 0.47696 1.07982 -3.78844
H 0.05111 -3.37952 -1.15679
H -0.30995 -5.52064 -2.28482
H -1.74749 -5.64175 -4.30683
H -2.79195 -3.57237 -5.18139
H -2.37401 -1.41848 -4.10231
Cl -4.72562 0.94655 0.91293
C -4.65296 -0.67205 0.24520
C -3.57834 -1.49883 0.57197
C -3.67314 -2.78926 0.07633
Cl -2.49150 -3.95848 0.61219
C -4.67431 -3.22179 -0.79108
Cl -4.67589 -4.82935 -1.42600
C -5.68210 -2.33414 -1.15377
Cl -6.91811 -2.81896 -2.25912
C -5.69181 -1.05447 -0.60472
Cl -6.97615 0.03609 -1.00726

ΔE to the lowest compared entry with this formula, charge and spin = 0.0 kJ/mol
HOMO energy = -4.833 eV
E = -151019.1913 eV
Total charge = -1